{
  "formula": "C2H10NO2",
  "method": "ωB97M-V/def2-TZVPD",
  "species": ["C", "C", "N", "H", "H", "H", "H", "H", "H", "H", "H", "O", "H", "H", "O"],
  "coordinates": [[2.272, -0.249, -0.470], [0.593, -0.280, -2.234], [0.915, -0.453, -0.993], [2.274, 0.420, 0.391], [2.643, -1.265, -0.320], [2.898, 0.084, -1.317], [1.150, 0.496, -2.745], [-0.295, -0.693, -2.681], [0.121, -0.394, -0.297], [-1.907, 0.311, -0.338], [-1.960, -0.034, 1.054], [-1.560, -0.412, 0.239], [-1.662, 0.555, 3.434], [-3.090, 1.094, 3.464], [-2.391, 0.819, 2.813]],
  "nbo_charge": [-0.438, 0.148, -0.408, 0.247, 0.272, 0.251, 0.240, 0.238, 0.446, 0.507, 0.501, -0.673, 0.532, 0.551, -0.415],
  "s2": 0.76,
  "mol_weight_g_mol": 80.11,
  "e_homo_ha": [-0.738, -0.733],
  "lumo_ev": [-8.773, -16.218],
  "total_charge": 2,
  "spin_multiplicity": 2,
  "e_tot_ev": -7797.6264
}